No. 1
Molecular formula: C2H8N2O3
Method: DFT, wB97M-V/def2-TZVPD

```
15
Properties=species:S:1:pos:R:3
O -3.225 0.707 0.378
C -2.647 -0.258 0.137
N -2.019 -1.281 -0.115
C -1.025 -2.507 -0.306
O 0.169 -2.314 0.236
H -1.214 -2.673 -1.382
H -1.455 -3.311 0.328
H 0.586 -1.529 0.044
N 1.023 0.448 0.706
H 1.890 0.110 1.103
H 0.278 0.481 1.416
H 1.001 1.344 0.238
O -0.789 2.648 -0.128
H -1.371 1.978 -0.507
H -1.315 3.445 -0.352
```

SMILES: O=C=NCO.N.O
Energy above the lowest of the compared OMol25 structures with the same formula, charge and spin in kcal per mole: 32.2
Net charge: 0
Multiplicity: 1
LUMO level in eV: 0.641
HOMO-LUMO gap in Ha: 0.39159
Highest occupied orbital energy in eV: -10.0

=====

No. 2
Molecular formula: C2H8N2S
Method: DFT, wB97M-V/def2-TZVPD

```
13
Properties=species:S:1:pos:R:3
C 1.883 0.269 -0.260
C 0.945 0.900 0.734
N -1.862 -1.892 0.321
N -0.953 1.312 -0.941
S -0.535 1.528 0.530
H 2.769 0.935 -0.628
H 2.215 -0.619 0.057
H 1.246 0.197 -1.081
H -1.611 -1.246 1.035
H 1.382 0.822 1.678
H -1.096 -2.352 -0.100
H -2.440 -1.439 -0.394
H -1.942 1.585 -0.951
```

Energy above the lowest of the compared OMol25 structures with the same formula, charge and spin in kcal per mole: 47.7
Net charge: 0
Multiplicity: 1
LUMO level in eV: 0.234
HOMO-LUMO gap in Ha: 0.32140
Highest occupied orbital energy in eV: -8.5

=====

No. 3
Molecular formula: C2H8N2S
Method: DFT, wB97M-V/def2-TZVPD

```
13
Properties=species:S:1:pos:R:3
C -1.142 -0.925 3.092
S -1.037 -0.359 1.395
H -2.146 -1.262 3.365
H -0.496 -1.865 3.161
H -0.742 -0.323 3.971
N 1.417 1.524 -1.500
C 0.701 0.689 -2.260
N 0.192 -0.567 -2.018
H 1.737 1.269 -0.621
H 1.427 2.592 -1.659
H 0.264 1.221 -3.240
H -0.506 -0.997 -2.541
H 0.331 -0.998 -1.146
```

Energy above the lowest of the compared OMol25 structures with the same formula, charge and spin in kcal per mole: 60.3
Net charge: 0
Multiplicity: 1
LUMO level in eV: -0.877
HOMO-LUMO gap in Ha: 0.17078
Highest occupied orbital energy in eV: -5.5

=====

No. 4
Molecular formula: C2H8N3
Method: DFT, wB97M-V/def2-TZVPD

```
13
Properties=species:S:1:pos:R:3
C -1.792 0.149 0.448
C 0.196 -0.202 -1.133
N 1.511 0.245 0.736
N -2.429 -0.787 0.554
N 0.311 -0.397 0.277
H -1.599 1.163 0.226
H -0.845 -0.405 -1.408
H 0.420 0.880 -1.332
H 0.965 -0.881 -1.708
H 2.307 -0.286 0.437
H -2.895 -1.679 0.686
H 1.724 0.439 1.697
H 0.204 -1.322 0.536
```

Energy above the lowest of the compared OMol25 structures with the same formula, charge and spin in kcal per mole: 117.4
Net charge: +1
Multiplicity: 1
LUMO level in eV: -4.153
HOMO-LUMO gap in Ha: 0.36525
Highest occupied orbital energy in eV: -14.1